# 1
# C6H7N3O

C6H7N3O in the gas phase at a distorted geometry (ωB97M-V/def2-TZVPD, OMol25).

The total energy is -12851.210 eV. For the HOMO-LUMO gap, the calculation gives 10.00 eV. Its SMILES is CC(=O)Nc1ncccn1. The multiplicity is 1. As for the HOMO energy: -0.34170 Ha. For the energy above the lowest of the compared OMol25 structures with the same formula, charge and spin, the calculation gives 180.11 kJ/mol. The LUMO energy comes out at 0.7 eV.

The geometry in XYZ format:
```
17
Properties=species:S:1:pos:R:3:forces:R:3:lowdin_charge:R:1
C -2.731394 -2.085621 -0.473318 -0.712 -1.229 2.450 -0.02
C -1.760493 -1.119091 0.149774 -0.749 0.983 5.236 -0.45
O -1.789599 -0.840795 1.376319 0.208 -1.432 -3.434 0.05
N -0.982726 -0.314074 -0.707964 2.129 -2.227 1.295 0.12
C 0.221392 0.259284 -0.295109 0.211 1.971 -2.106 -0.31
N 0.960796 -0.302273 0.642361 -0.946 -0.741 -0.873 0.14
C 2.148814 0.221181 0.849342 0.585 0.638 1.344 -0.14
C 2.537266 1.393988 0.248461 5.777 -0.379 3.368 -0.10
C 1.744497 1.833701 -0.707183 -1.706 3.714 -2.289 -0.24
N 0.562660 1.413522 -1.084185 -1.111 -4.022 2.499 0.15
H -2.382517 -2.267091 -1.485762 -0.240 -1.135 0.125 0.07
H -3.163619 -2.962633 0.376984 2.010 2.276 -2.949 0.19
H -3.639468 -1.515066 -0.552364 -0.580 0.487 -0.286 0.06
H -1.576180 0.341226 -1.053114 -1.794 2.443 -2.095 0.10
H 2.746662 -0.219152 1.646824 -0.065 -0.138 -0.235 0.11
H 3.648278 1.955138 0.606171 -3.713 -1.770 -1.403 0.19
H 1.938042 2.793058 -1.132572 0.696 0.561 -0.647 0.10
```
Forces are in eV/Å.



# 2
# C6H7N3O2S

C6H7N3O2S in the gas phase at a distorted geometry (ωB97M-V/def2-TZVPD, OMol25).

The total energy is -25733.376 eV. For the HOMO-LUMO gap, the calculation gives 9.14 eV. The multiplicity is 1. As for the HOMO energy: -0.32237 Ha. For the energy above the lowest of the compared OMol25 structures with the same formula, charge and spin, the calculation gives 102.35 kJ/mol. The LUMO energy comes out at 0.4 eV.

The geometry in XYZ format:
```
19
Properties=species:S:1:pos:R:3:forces:R:3:lowdin_charge:R:1
C 1.505445 -0.254820 -2.521335 0.196 -2.146 -0.049 -0.35
C 0.326308 -0.978384 -2.318456 -0.580 1.842 2.497 -0.15
C 0.885188 0.390481 -0.544484 1.494 0.513 -0.502 -0.38
C -1.600312 -2.191030 -1.137569 0.544 0.838 0.755 -0.19
C -1.188904 -1.121250 -0.431262 -0.028 2.021 0.565 -0.36
C 1.073351 1.144935 0.683579 1.584 -0.506 3.025 -0.02
N 1.874921 0.445379 -1.415021 -0.394 0.660 -0.728 0.15
N -0.125036 -0.345988 -0.977928 -0.504 -3.600 -3.390 0.04
N -1.674298 -0.550954 0.780912 -2.420 -1.741 0.617 0.09
O -1.874054 -1.812894 -3.617901 -0.856 -0.034 -1.344 -0.53
O 2.386473 -0.334808 -3.565166 -1.608 -0.417 0.420 0.08
S -0.832185 -2.371047 -2.771274 1.016 1.520 1.286 0.94
H -2.549060 -2.679331 -0.913404 0.472 -0.126 -0.276 0.09
H 2.187723 1.028956 1.015383 -2.035 0.329 -0.758 0.13
H 0.845770 2.186076 0.654753 0.070 0.932 -0.786 0.07
H 0.472808 0.849737 1.548016 -0.017 -0.629 -0.266 0.06
H -2.498032 -1.119135 1.126393 1.552 0.414 -0.413 0.11
H -2.108346 0.384004 0.802109 1.026 -0.251 -0.915 0.11
H 3.224027 -0.010240 -3.246341 0.488 0.382 0.261 0.10
```
Forces are in eV/Å.



# 3
# C6H7N3O3P

2 unconnected molecules or ions with the total composition C6H7N3O3P at a distorted geometry (ωB97M-V/def2-TZVPD, OMol25).

Its charge is -1. The total energy is -26231.481 eV. For the HOMO-LUMO gap (alpha / beta), the calculation gives 4.99 / 6.64 eV. The multiplicity is 3. Its expectation value of S² is 2.0081. As for the HOMO energy (alpha / beta): -0.06918 / -0.18394 Ha. The LUMO energy (alpha / beta) comes out at 3.1 / 1.6 eV.

The geometry in XYZ format:
```
20
Properties=species:S:1:pos:R:3:forces:R:3:lowdin_charge:R:1
C 3.711795 1.107148 -2.495211 -0.466 2.769 -0.842 0.00
C -0.342055 -2.949166 -2.012634 -0.116 0.697 0.030 -0.45
C 4.210666 2.004522 -1.316515 -0.600 0.210 -0.738 -0.77
C 0.119390 1.236088 0.239779 -1.410 0.952 3.061 -0.20
C -0.699194 1.078286 -0.991976 -2.166 0.333 -0.953 -0.21
C 0.036935 -0.080012 -0.400746 -1.299 -2.836 0.852 -0.56
N 3.762747 -0.091907 -2.615421 2.807 0.557 1.066 -0.15
N 3.355252 -1.255095 -2.701657 -1.346 -4.556 -1.951 -0.07
N 0.320457 -1.971711 -2.128067 0.714 0.121 -0.339 -0.09
O 3.206899 2.374011 -0.685904 0.534 0.195 0.664 -0.06
O -1.089187 -3.850920 -1.954675 -0.246 -0.794 -0.001 0.09
O 5.422095 2.207221 -1.316472 0.062 0.121 0.559 -0.02
P 1.411461 -0.877637 -1.299487 -0.995 0.545 1.036 0.93
H 1.003712 1.848683 0.296565 0.382 -0.048 -0.774 0.07
H -0.419228 1.347545 1.231552 0.454 -0.320 -1.229 0.11
H -1.833921 1.042601 -1.138285 1.547 0.178 1.128 0.11
H -0.312731 1.619447 -1.846589 0.492 -0.475 -0.243 0.08
H -0.584848 -0.938621 0.159392 1.070 2.248 -1.119 0.13
H 3.945414 -1.881966 -3.278951 -0.104 0.667 0.266 0.07
H 1.285137 0.227891 -2.171541 0.686 -0.562 -0.471 -0.02
```
Forces are in eV/Å.



# 4
# C6H7N5

C6H7N5 in the gas phase at a distorted geometry (ωB97M-V/def2-TZVPD, OMol25).

The total energy is -13782.912 eV. For the HOMO-LUMO gap, the calculation gives 9.64 eV. Its SMILES is CNc1ncnc2[nH]ncc12. The multiplicity is 1. As for the HOMO energy: -0.34486 Ha. For the energy above the lowest of the compared OMol25 structures with the same formula, charge and spin, the calculation gives 360.95 kJ/mol. The LUMO energy comes out at 0.3 eV.

The geometry in XYZ format:
```
18
Properties=species:S:1:pos:R:3:forces:R:3:lowdin_charge:R:1
C 1.834493 2.329894 1.539217 0.934 -2.315 -0.806 -0.07
N 1.896725 1.111337 0.542901 2.426 -1.011 2.932 -0.04
C 0.752670 0.327946 0.650460 -2.602 -0.760 -1.142 -0.38
N 0.167347 0.077715 1.805907 -0.811 -1.119 0.057 0.11
C -1.025482 -0.657154 1.774291 -0.472 1.305 1.279 -0.20
N -1.648005 -1.058388 0.713390 -0.938 -1.640 -1.179 0.10
C -1.063303 -0.894809 -0.519709 2.672 3.413 5.681 -0.34
N -1.415461 -1.183956 -1.700769 -5.430 -3.688 -4.454 -0.02
N -0.656584 -0.680094 -2.711738 3.176 1.302 2.385 0.04
C 0.375174 -0.005945 -2.026531 -1.545 -1.308 -0.448 -0.03
C 0.090636 -0.054113 -0.579937 1.009 -1.117 -1.722 -0.07
H 1.675412 2.062233 2.579623 0.203 -0.296 -0.054 0.06
H 2.827258 2.518245 1.262764 1.615 1.754 0.920 0.04
H 1.212974 3.171658 1.322567 -0.728 0.014 -0.972 0.06
H 2.787242 0.431853 0.999663 -3.297 2.586 -1.696 0.22
H -1.674536 -0.798572 2.782378 2.140 0.400 -2.285 0.15
H -2.331724 -1.852396 -1.941572 3.410 2.640 0.712 0.25
H 1.310092 0.325771 -2.580020 -1.760 -0.159 0.793 0.12
```
Forces are in eV/Å.



# 5
# C6H7N5O

C6H7N5O in the gas phase at a distorted geometry (ωB97M-V/def2-TZVPD, OMol25).

The total energy is -15826.797 eV. For the HOMO-LUMO gap, the calculation gives 8.83 eV. Its SMILES is CCOc1ccc2nnnn2n1. The multiplicity is 1. As for the HOMO energy: -0.35606 Ha. For the energy above the lowest of the compared OMol25 structures with the same formula, charge and spin, the calculation gives 614.73 kJ/mol. The LUMO energy comes out at -0.9 eV.

The geometry in XYZ format:
```
19
Properties=species:S:1:pos:R:3:forces:R:3:lowdin_charge:R:1
C 0.581028 0.418664 3.596957 -1.797 1.332 1.149 -0.07
C 0.050449 0.424647 2.188870 -3.565 -2.288 -1.041 -0.30
O 0.751874 -0.188466 1.143527 4.275 -1.095 -1.865 -0.05
C 0.437452 0.001341 -0.149507 -2.233 -0.745 0.245 -0.33
C 1.147451 -0.712951 -1.230571 2.172 -3.788 0.156 0.00
C 0.752198 -0.968046 -2.557367 3.729 -0.169 1.556 0.01
C -0.550532 -0.541716 -2.796100 0.562 2.597 -0.432 -0.38
N -1.293911 -0.301468 -3.875004 -0.674 -1.995 0.934 0.05
N -2.374945 0.257733 -3.401848 -2.170 3.538 0.246 -0.08
N -2.311917 0.785946 -2.155734 3.728 -4.800 -3.054 0.10
N -1.066716 0.165711 -1.786672 -3.774 4.677 4.413 -0.06
N -0.709877 0.634207 -0.383249 1.369 -2.921 -3.841 0.22
H 0.559050 -0.591810 4.147546 -0.043 1.889 -0.698 0.10
H 1.563604 0.875407 3.538074 0.356 -0.279 0.413 0.06
H -0.140306 1.395319 4.110339 2.073 -3.470 -1.078 0.18
H -0.942418 -0.132990 1.929594 0.710 1.601 1.808 0.16
H -0.006130 1.412153 1.909094 -0.748 2.454 -0.532 0.08
H 1.945012 -1.544476 -0.921283 -1.084 2.743 -0.227 0.15
H 1.608633 -1.389204 -3.306667 -2.886 0.718 1.851 0.18
```
Forces are in eV/Å.



# 6
# C6H7NO

C6H7NO in the gas phase at a distorted geometry (ωB97M-V/def2-TZVPD, OMol25).

The total energy is -9865.231 eV. For the HOMO-LUMO gap, the calculation gives 8.71 eV. The multiplicity is 1. As for the HOMO energy: -0.33802 Ha. For the energy above the lowest of the compared OMol25 structures with the same formula, charge and spin, the calculation gives 716.62 kJ/mol. The LUMO energy comes out at -0.5 eV.

The geometry in XYZ format:
```
15
Properties=species:S:1:pos:R:3:forces:R:3:lowdin_charge:R:1
C -2.193077 -0.406518 -0.208850 -5.955 0.642 3.827 -0.10
C -0.790309 -0.078430 0.023505 -0.968 2.386 2.233 -0.21
C -0.233243 1.169868 0.094287 -1.638 0.097 0.128 0.01
C 1.216996 0.774609 0.142981 2.615 7.415 2.807 -0.32
C 1.224628 -0.226135 -0.796680 0.852 -6.725 -7.967 -0.17
C 0.525677 -0.938352 0.386401 -6.425 -5.599 -5.892 -0.37
H -2.540041 -1.462487 -0.819138 1.050 3.117 1.470 0.17
H -0.617395 2.217448 -0.054812 0.299 -1.523 0.097 0.14
H 1.978335 1.697988 -0.151857 -1.475 -2.218 1.966 0.19
H 0.338574 -0.105632 -1.598249 3.399 -0.300 0.715 0.16
H 2.259531 -0.661774 -1.326569 -2.495 1.102 1.899 0.17
H 0.091846 -2.020393 0.356755 1.759 1.335 0.668 0.17
H 0.658424 0.096848 2.162881 1.873 -1.612 -2.323 0.19
N 1.259534 -0.321314 1.292510 1.375 5.730 5.058 0.09
O -3.179477 0.264278 0.496835 5.736 -3.846 -4.686 -0.11
```
Forces are in eV/Å.



multiplicity of number 3 (C6H7N3O3P)? 3



Which formula does entry 4 have? C6H7N5



Number 2 is which compound? C6H7N3O2S